# 1
{"formula": "C9H19NO4Si", "method": "ωB97M-V with the def2-TZVPD basis set", "max_force_ev_per_a": 3.7, "multiplicity": 1, "smiles": "CCO[Si](CCOC#N)(OCC)OCC", "charge": 0, "energy_ev": -27199.2283, "e_lumo_ev": 0.74, "species": ["N", "C", "O", "O", "O", "O", "C", "C", "C", "C", "C", "C", "C", "C", "Si", "H", "H", "H", "H", "H", "H", "H", "H", "H", "H", "H", "H", "H", "H", "H", "H", "H", "H", "H"], "coordinates": [[-3.468, 1.219, -2.984], [-2.866, 2.060, -2.523], [-2.018, 2.942, -2.087], [1.008, 1.021, 1.195], [1.502, -0.571, -1.073], [-0.959, -0.362, 0.011], [1.207, 0.229, 3.352], [3.220, -1.268, 0.429], [-2.783, -1.694, -0.990], [0.276, 0.420, 2.250], [1.987, -1.626, -0.254], [-1.251, -1.420, -0.927], [-1.181, 2.549, -1.000], [0.103, 1.990, -1.485], [0.469, 0.496, -0.322], [1.978, -0.498, 3.052], [0.782, -0.203, 4.208], [1.733, 1.127, 3.587], [3.252, -1.715, 1.438], [4.158, -1.334, -0.075], [3.108, -0.277, 0.743], [-3.488, -0.769, -1.072], [-3.052, -2.497, -1.687], [-3.033, -2.106, 0.039], [-0.131, -0.526, 1.880], [-0.525, 1.099, 2.418], [2.059, -2.514, -1.000], [1.077, -1.724, 0.409], [-0.899, -1.088, -1.950], [-0.545, -2.275, -0.669], [-0.930, 3.326, -0.279], [-1.681, 1.641, -0.593], [0.031, 1.483, -2.416], [0.862, 2.867, -1.626]], "forces_ev_per_a": [[-1.843, -1.856, -0.971], [2.789, 2.115, 1.230], [-1.318, 1.276, -0.787], [-0.304, -0.392, -2.633], [-0.196, 2.037, -0.616], [0.783, 0.460, -0.956], [1.720, -0.907, 0.036], [0.568, -0.500, 2.293], [-0.430, 0.227, 2.467], [-0.216, -0.462, -0.779], [-2.654, -1.731, -1.927], [0.271, 0.388, -1.657], [-0.267, -2.637, 0.546], [2.678, 0.825, 0.767], [0.635, 0.571, 0.305], [-0.135, 0.224, -0.079], [-0.867, -0.327, 1.352], [0.225, 0.772, 0.359], [0.374, -0.625, -0.594], [0.407, -0.458, -0.573], [-0.060, 1.952, 0.149], [1.748, -1.511, -0.375], [0.182, 0.488, -0.103], [0.083, 0.338, -1.066], [-0.119, 0.142, 0.703], [-0.964, 0.336, 0.803], [-0.057, 1.086, 1.663], [1.527, -1.183, 0.233], [-0.423, -0.373, 0.838], [-1.562, 0.500, -0.268], [-1.009, 0.254, -0.218], [-0.309, 1.254, 0.666], [-0.377, -0.297, -1.166], [-0.882, -1.986, 0.357]]}

***

# 2
{"formula": "H4N2O3Si", "method": "ωB97M-V with the def2-TZVPD basis set", "max_force_ev_per_a": 6.1, "multiplicity": 1, "smiles": "N[Si@H](O)[N+](=O)[O-]", "charge": 0, "energy_ev": -17062.8252, "e_lumo_ev": -0.64, "species": ["N", "N", "O", "O", "O", "Si", "H", "H", "H", "H"], "coordinates": [[0.385, 1.120, 1.379], [-0.387, 0.200, -1.237], [0.779, 0.105, -1.721], [-1.291, 0.907, -1.653], [0.405, -1.898, 0.256], [-0.524, -0.618, 0.348], [1.349, 1.212, 0.841], [-0.037, 1.948, 1.120], [1.087, -2.048, -0.365], [-1.764, -0.926, 1.032]], "forces_ev_per_a": [[2.435, -5.172, -2.175], [1.187, 0.498, -1.781], [-2.373, 0.279, 0.475], [0.717, -0.370, -0.119], [-0.895, -0.746, 1.210], [2.208, 3.838, 3.069], [-2.350, -0.512, 1.407], [-1.740, 2.095, -0.784], [1.117, 0.065, -0.983], [-0.307, 0.025, -0.320]]}

***

# 3
{"formula": "CHNOS", "method": "ωB97M-V with the def2-TZVPD basis set", "max_force_ev_per_a": 2.8, "multiplicity": 1, "smiles": "O=C1NS1", "charge": 0, "energy_ev": -15424.0347, "e_lumo_ev": -0.38, "species": ["C", "N", "O", "S", "H"], "coordinates": [[-0.149, -0.277, 1.768], [0.516, 0.202, 0.582], [-1.120, -0.020, 2.369], [0.929, -1.471, 1.224], [-0.213, 0.008, -0.237]], "forces_ev_per_a": [[-0.236, 0.264, -2.065], [-2.082, -0.910, -1.318], [-0.376, 0.375, 1.165], [0.871, -0.551, 0.230], [1.823, 0.821, 1.988]]}

***

# 4
{"formula": "CH4N2S2", "method": "ωB97M-V with the def2-TZVPD basis set", "max_force_ev_per_a": 14.2, "multiplicity": 1, "smiles": "NC(=S)NS", "charge": 0, "energy_ev": -25750.0699, "e_lumo_ev": 0.49, "species": ["C", "H", "H", "H", "H", "N", "N", "S", "S"], "coordinates": [[0.357, 0.395, -0.051], [0.407, 2.232, 0.859], [-1.204, 1.723, -0.112], [-1.382, -0.634, 0.147], [0.666, -2.834, 0.103], [-0.420, 1.612, 0.297], [-0.313, -0.687, -0.034], [1.940, 0.254, -0.275], [-0.050, -2.061, -0.933]], "forces_ev_per_a": [[0.119, 5.097, 1.014], [-4.101, -1.350, -2.644], [-6.689, 1.951, -3.219], [2.526, 0.276, -0.010], [-1.104, 1.242, -1.794], [12.911, -2.725, 5.303], [-7.485, -3.239, 0.171], [2.098, 1.136, -0.132], [1.723, -2.386, 1.310]]}

***

# 5
{"formula": "C5H11NO", "method": "ωB97M-V with the def2-TZVPD basis set", "max_force_ev_per_a": 1.0, "multiplicity": 1, "smiles": "CCN(C)C(C)=O", "charge": 0, "energy_ev": -8901.2211, "e_lumo_ev": 0.93, "species": ["C", "C", "N", "C", "C", "C", "O", "H", "H", "H", "H", "H", "H", "H", "H", "H", "H", "H"], "coordinates": [[-0.059, 0.273, -2.001], [-0.670, -0.297, -0.727], [0.105, -0.508, 0.372], [1.425, 0.125, 0.547], [1.320, 1.635, 0.776], [-0.604, -0.899, 1.598], [-1.846, -0.617, -0.743], [-0.681, 1.117, -2.288], [-0.235, -0.512, -2.731], [0.985, 0.568, -2.002], [1.964, -0.070, -0.376], [1.896, -0.369, 1.391], [0.842, 1.846, 1.730], [0.725, 2.074, -0.026], [2.304, 2.104, 0.733], [0.146, -1.115, 2.358], [-1.234, -0.082, 1.950], [-1.232, -1.766, 1.424]], "forces_ev_per_a": [[-0.363, -0.229, 0.189], [0.219, -0.090, -0.121], [0.096, 0.163, 0.617], [-0.865, 0.172, -0.554], [0.039, -0.315, -0.218], [0.313, 0.267, -0.300], [-0.121, 0.058, 0.087], [0.020, 0.091, -0.059], [0.156, 0.038, -0.273], [0.006, -0.063, 0.112], [0.422, -0.073, 0.252], [0.261, -0.079, -0.101], [0.015, 0.133, 0.042], [-0.053, 0.068, 0.088], [0.034, -0.002, 0.197], [-0.071, -0.114, 0.023], [-0.130, 0.000, 0.075], [0.021, -0.026, -0.057]]}

***

# 6
{"formula": "C19H12N5O2SSn", "method": "ωB97M-V with the def2-TZVPD basis set", "max_force_ev_per_a": 4.4, "multiplicity": 1, "charge": -1, "energy_ev": -48112.8963, "e_lumo_ev": 2.35, "species": ["Sn", "O", "C", "N", "C", "C", "C", "C", "C", "C", "N", "C", "O", "C", "C", "C", "C", "C", "N", "C", "C", "C", "C", "C", "N", "H", "H", "H", "H", "H", "H", "H", "H", "H", "H", "H", "H", "S", "C", "N"], "coordinates": [[0.183, -0.504, -0.969], [2.740, 3.007, 0.206], [2.107, 1.971, -0.081], [0.819, 1.829, -0.431], [-0.161, 2.809, -0.208], [0.101, 4.125, 0.165], [-0.954, 4.936, 0.569], [-2.276, 4.512, 0.528], [-2.602, 3.249, 0.088], [-1.545, 2.359, -0.215], [-1.720, 0.987, -0.454], [-2.816, 0.340, 0.035], [-3.847, 0.799, 0.540], [-2.676, -1.158, 0.021], [-3.744, -1.984, -0.290], [-3.582, -3.374, -0.355], [-2.313, -3.890, 0.018], [-1.306, -2.999, 0.408], [-1.446, -1.673, 0.340], [2.843, 0.669, 0.037], [4.214, 0.593, -0.342], [4.845, -0.645, -0.363], [4.136, -1.749, 0.116], [2.816, -1.602, 0.534], [2.172, -0.450, 0.409], [1.103, 4.533, 0.145], [-0.738, 5.956, 0.936], [-3.070, 5.193, 0.760], [-3.676, 2.943, -0.060], [-4.730, -1.519, -0.320], [-4.392, -4.027, -0.631], [-2.123, -4.967, 0.071], [-0.354, -3.342, 0.777], [4.774, 1.527, -0.401], [5.867, -0.729, -0.686], [4.680, -2.682, 0.344], [2.227, -2.401, 1.015], [1.905, -5.576, -0.293], [1.441, -4.093, -0.820], [1.099, -2.973, -1.143]], "forces_ev_per_a": [[-0.692, 2.266, -0.186], [-0.113, -0.700, -0.281], [-0.736, 1.301, 0.436], [0.279, -1.110, 0.175], [-0.882, -0.422, 0.245], [-0.316, 0.316, -0.020], [-0.087, 0.814, 0.314], [0.452, 0.359, -0.312], [-0.346, -1.026, -0.680], [0.585, 0.053, 0.035], [-0.628, -1.383, 0.460], [0.803, 1.216, -0.003], [0.017, -0.364, -0.313], [1.174, -0.840, -0.049], [-0.600, -0.340, 0.568], [1.815, 0.585, 0.661], [-0.723, 0.278, 0.110], [-0.784, -0.354, -0.171], [-1.065, 0.242, -0.395], [1.304, -1.320, -0.865], [-0.763, 0.330, 1.082], [-1.114, 0.197, 0.437], [0.576, -0.581, 0.810], [0.541, -0.569, 0.378], [-0.178, 1.239, -0.410], [-0.051, -0.303, 0.103], [-0.079, -0.578, -0.325], [-0.274, 0.358, 0.239], [1.581, 0.262, 0.428], [0.290, -0.074, -0.457], [-0.133, -0.092, -0.032], [-0.046, 0.454, -0.103], [0.026, -0.225, -0.093], [-0.333, -0.227, -0.577], [0.279, -0.086, 0.023], [-0.582, 0.414, -0.522], [0.694, 0.330, -0.511], [-0.129, 0.343, -0.105], [-0.995, 3.390, -0.990], [1.232, -4.155, 0.896]]}